Record 1
ORCA calculation (ωB97M-V with the def2-TZVPD basis set) on a cluster of 2 separate species, C3H9N3O in total in a non-equilibrium geometry.

Properties
Highest occupied orbital energy in Eh: -0.2848
Energy above the lowest of the compared OMol25 structures with the same formula, charge and spin in kJ/mol: 350.16
DFT total energy in eV: -9771.9100
Net charge: 0
Kohn-Sham gap in eV: 8.7

Cartesian coordinates (Å):
O -0.5238 0.7458 -1.1725
N 1.9544 -0.2944 1.0860
N 1.7183 0.6129 -1.6018
N 0.7377 -0.0148 0.4702
C -2.0402 -0.8055 0.5828
C -1.5485 0.5959 0.4420
C 0.6412 0.3794 -0.7719
H 2.2294 -1.2671 0.9802
H -1.1534 1.0562 1.3371
H -1.3647 -1.4077 1.1856
H 1.4829 0.7692 -2.5667
H 2.7192 0.3376 0.8684
H 2.5561 0.0813 -1.4199
H -2.1573 -1.2730 -0.3943
H -2.2203 1.2632 -0.0830
H -3.0311 -0.7789 1.0579

Atoms 1-6, force components in eV/Å:
O -1.49 -0.12 1.73
N 0.69 -0.28 0.11
N -0.39 -0.16 -0.06
N -0.43 -0.01 -0.63
C 0.17 -0.05 -0.05
C -0.36 0.36 -2.01

Record 2
ORCA calculation (ωB97M-V with the def2-TZVPD basis set) on the ion C18H34F3N3OP with charge +1 in a non-equilibrium geometry.

Properties
Highest occupied orbital energy in Eh: -0.4631
SMILES: CCCCCCCCCCCCc1[nH]nc(COC(F)(F)F)[n+]1P(C)C
DFT total energy in eV: -43170.6764
Net charge: +1
Kohn-Sham gap in eV: 9.7

Cartesian coordinates (Å):
P -1.4537 0.8210 0.9351
F -3.9186 4.0123 -3.7020
F -1.8493 3.5814 -4.1715
F -2.3697 4.3936 -2.2284
O -2.9845 2.3117 -2.7162
N -2.8846 -1.6652 -1.6907
N -2.0899 -0.0826 -0.4972
N -2.6824 -0.6433 -2.5588
C 3.0486 0.8305 -0.4956
C -1.7863 1.5955 -2.4203
C 1.4946 -1.9095 -0.1916
C -1.7908 -3.6125 0.3158
C -2.1956 0.2951 -1.8382
C -2.7759 0.5192 2.1903
C 3.9676 0.2281 3.1337
C -2.7768 3.5622 -3.2108
C -2.5673 -2.3194 0.6524
C 2.0060 1.2278 1.7952
C 2.2931 -1.4493 -1.4170
C 2.3082 0.0655 -1.6148
C 0.5677 -3.0658 -0.5336
C 2.1634 1.7533 0.3664
C -1.6565 2.6236 0.6088
C -2.5145 -1.3487 -0.4655
C -0.3052 -3.5178 0.6671
C 3.2561 1.5055 2.6614
H -0.1072 -2.7977 -1.3487
H 1.1929 -3.8822 -0.8764
H -2.3402 0.1750 3.1200
H 3.3557 -0.6603 3.0065
H -0.6602 3.0274 0.4881
H 1.1944 1.9147 -0.1029
H -1.0945 2.1529 -1.7989
H 3.5734 0.1100 0.1261
H -0.1195 -2.8433 1.4949
H 4.2401 0.2796 4.1802
H -2.2814 2.8714 -0.2382
H 2.8413 0.2612 -2.5419
H -3.5369 -0.1732 1.8521
H -2.0567 3.0501 1.5201
H -1.2682 1.3747 -3.3478
H 2.9345 2.0938 3.5127
H 3.8068 1.4608 -0.9454
H 1.1160 1.6591 2.2491
H -2.2349 -4.4564 0.8254
H 1.2892 0.4346 -1.7472
H 4.8807 0.0841 2.5638
H -3.5849 -2.5522 0.9477
H 3.9718 2.0974 2.1024
H 3.3331 -1.7515 -1.3523
H 2.1930 -2.2644 0.5594
H 1.8579 0.1534 1.7897
H 0.9091 -1.0670 0.1708
H -3.2825 1.4548 2.3989
H -3.2418 -2.5523 -2.0043
H 2.6333 2.7275 0.4595
H -1.8684 -3.8026 -0.7519
H -2.0769 -1.8925 1.5159
H 0.0258 -4.5135 0.9331
H 1.9012 -1.8855 -2.3343

Atoms 1-6, force components in eV/Å:
P 1.04 -0.19 1.11
F 0.21 -0.12 0.17
F 0.00 0.00 0.12
F 0.05 -0.09 -0.25
O 0.07 0.20 0.11
N 0.11 0.62 -0.40

Record 3
ORCA calculation (ωB97M-V with the def2-TZVPD basis set) on an isolated molecule of C3H5NO2 in a non-equilibrium geometry.

Properties
Highest occupied orbital energy in Eh: -0.3506
SMILES: C1=NOCCO1
Energy above the lowest of the compared OMol25 structures with the same formula, charge and spin in kJ/mol: 534.58
DFT total energy in eV: -8772.1542
Net charge: 0
Kohn-Sham gap in eV: 10.3

Cartesian coordinates (Å):
O -0.8382 -0.5077 1.0914
O 0.3011 0.9568 -0.8086
N -0.4016 0.8843 1.4524
C 0.0513 -0.4938 -0.8572
C 0.1913 -0.9919 0.4587
C -0.1035 1.4644 0.2904
H -0.9878 -0.5632 -1.4147
H 1.2036 -0.5849 0.7598
H 0.8009 -0.8793 -1.4991
H -0.1116 -1.9718 0.5176
H -0.1055 2.6872 0.0093

Atoms 1-6, force components in eV/Å:
O -1.99 4.47 5.15
O -0.40 -2.30 -1.97
N -1.80 1.43 -3.03
C -1.29 1.48 -5.16
C 2.41 -0.78 -0.87
C -0.38 4.19 2.85

Record 4
ORCA calculation (ωB97M-V with the def2-TZVPD basis set) on a structure of composition C39H34N8O4RuS5Si in a non-equilibrium geometry.

Properties
⟨S²⟩: 8.777
2S+1: 6
Highest occupied orbital energy (alpha / beta) in Eh: -0.1714 / -0.1680
Energy above the lowest of the compared OMol25 structures with the same formula, charge and spin in kJ/mol: 136.20
DFT total energy in eV: -125741.1440
Net charge: -1
Kohn-Sham gap (alpha / beta) in eV: 6.5 / 5.5

Cartesian coordinates (Å):
Ru -16.0876 15.6849 -1.6748
S -15.2590 17.5992 -2.5228
S -21.1222 15.2654 -2.1439
S -16.8351 16.7974 -3.6881
S -20.8772 13.4474 -1.9908
S -16.5310 12.2261 -1.6758
Si -14.5697 16.4253 -0.0464
O -22.6776 19.0691 -2.3493
O -17.6956 11.4553 -2.1353
O -16.8719 13.6795 -1.3944
O -15.2869 12.2355 -2.4326
N -19.1986 15.4290 1.7018
N -18.0166 15.7790 -0.1197
N -17.9969 20.3848 -1.5713
N -19.1242 16.7788 1.4058
N -24.7154 18.4079 -2.2950
N -24.5659 19.2624 -3.3895
N -18.6008 21.0424 -3.5923
N -18.6335 22.1457 -2.8709
C -15.4010 10.4217 4.1094
C -18.5055 17.0028 0.2701
C -15.5313 10.8834 2.6663
C -12.6349 18.6166 -0.0278
C -15.6562 18.9872 0.7036
C -22.6922 20.6363 -4.1687
C -16.0841 11.6417 0.0177
C -12.0671 16.7198 -1.2234
C -23.5508 18.3383 -1.7201
C -17.0233 10.9562 0.7312
C -18.3187 21.7385 -1.6476
C -15.4212 17.6898 1.0971
C -21.9913 17.8767 0.0585
C -23.2636 21.8274 -4.6525
C -16.5346 19.5581 2.8090
C -11.4833 19.3253 -0.4268
C -23.1500 17.4793 -0.6184
C -18.5316 14.9010 0.7667
C -16.7863 10.6453 2.0713
C -22.5110 22.6251 -5.5039
C -23.3669 19.6396 -3.3472
C -14.6181 11.5857 1.9300
C -20.5070 21.3271 -5.0428
C -16.3170 18.2752 3.2665
C -23.2212 15.4288 0.6517
C -10.9128 17.3448 -1.6610
C -21.4859 17.0315 1.0534
C -21.2945 20.4626 -4.2575
C -18.1921 19.9887 -2.8291
C -14.9017 12.0150 0.6233
C -19.0531 21.0523 -4.9649
C -20.3047 17.5308 1.8047
C -21.1361 22.3462 -5.7414
C -16.1984 19.9408 1.5341
C -23.8836 16.3468 -0.2059
C -15.8426 17.3064 2.4206
C -10.6094 18.6505 -1.2101
C -22.0009 15.7307 1.2111
C -12.9848 17.3904 -0.4301
H -14.2164 15.3552 0.9580
H -9.6413 19.0354 -1.5029
H -16.1692 10.8721 4.7842
H -24.2864 22.1391 -4.5032
H -18.8339 20.0668 -5.3052
H -17.5852 10.3257 2.7453
H -22.9721 23.4749 -5.9243
H -15.5341 9.3407 4.1102
H -13.3567 19.1318 0.6349
H -18.3251 13.8430 0.7061
H -21.4990 15.0001 1.8283
H -18.4356 21.8111 -5.4718
H -14.2488 12.6066 -0.0216
H -20.8666 19.6376 -3.7810
H -14.4631 10.6053 4.4523
H -20.5284 17.4343 2.8681
H -18.1531 17.9544 -0.1650
H -12.2365 15.6956 -1.5402
H -16.7202 18.0603 4.2570
H -18.1985 22.3847 -0.7739
H -13.6137 11.7307 2.2324
H -21.4250 18.6876 -0.1583
H -11.3156 20.2631 -0.0007
H -17.9350 19.0259 -3.2132
H -17.9320 10.7135 0.2122
H -16.4328 20.8972 1.1996
H -24.9010 16.1592 -0.5977
H -10.1901 16.9334 -2.3074
H -15.5781 16.3065 2.8069
H -23.6401 14.4841 0.9325
H -20.6443 23.0000 -6.4120
H -20.1658 18.6161 1.7360
H -15.4532 19.3333 -0.2900
H -16.9408 20.2362 3.4679

Atoms 1-6, force components in eV/Å:
Ru -0.59 -0.79 0.27
S -0.70 -0.44 -0.61
S -0.10 1.58 -0.23
S 0.34 0.47 -0.09
S 0.30 -1.59 0.15
S 0.62 0.94 0.30

Record 5
ORCA calculation (ωB97M-V with the def2-TZVPD basis set) on an isolated molecule of C6H7NS in a non-equilibrium geometry.

Properties
Highest occupied orbital energy in Eh: -0.3612
SMILES: C#CC[C@@](C)(S)C#N
Energy above the lowest of the compared OMol25 structures with the same formula, charge and spin in kJ/mol: 303.73
DFT total energy in eV: -18657.6011
Net charge: 0
Kohn-Sham gap in eV: 10.5

Cartesian coordinates (Å):
S -0.1727 -1.4371 -1.8700
N -1.4782 -1.7640 1.4361
C -0.2714 -0.4078 -0.3509
C -0.9635 -1.1168 0.6508
C 1.4123 0.8984 1.0788
C 1.2037 -0.0623 0.0450
C 1.2793 1.5168 2.0918
C -1.0718 0.7768 -0.9483
H -2.0551 0.3943 -1.2831
H 1.6967 -1.1033 0.3174
H 1.6988 0.2491 -0.8321
H 0.8274 2.0914 2.9043
H -1.2739 1.4981 -0.0915
H -0.6364 1.1158 -1.7770
H -0.1953 -2.6494 -1.3712

Atoms 1-6, force components in eV/Å:
S 0.12 0.06 -0.68
N -0.52 -0.46 0.76
C 1.06 1.12 -2.22
C -0.28 -0.29 0.60
C -0.80 -0.26 0.87
C 0.62 -3.06 0.21

What did the second record say?
ORCA calculation (ωB97M-V with the def2-TZVPD basis set) on the ion C18H34F3N3OP with charge +1 in a non-equilibrium geometry.

Properties
Highest occupied orbital energy in Eh: -0.4631
SMILES: CCCCCCCCCCCCc1[nH]nc(COC(F)(F)F)[n+]1P(C)C
DFT total energy in eV: -43170.6764
Net charge: +1
Kohn-Sham gap in eV: 9.7

Cartesian coordinates (Å):
P -1.4537 0.8210 0.9351
F -3.9186 4.0123 -3.7020
F -1.8493 3.5814 -4.1715
F -2.3697 4.3936 -2.2284
O -2.9845 2.3117 -2.7162
N -2.8846 -1.6652 -1.6907
N -2.0899 -0.0826 -0.4972
N -2.6824 -0.6433 -2.5588
C 3.0486 0.8305 -0.4956
C -1.7863 1.5955 -2.4203
C 1.4946 -1.9095 -0.1916
C -1.7908 -3.6125 0.3158
C -2.1956 0.2951 -1.8382
C -2.7759 0.5192 2.1903
C 3.9676 0.2281 3.1337
C -2.7768 3.5622 -3.2108
C -2.5673 -2.3194 0.6524
C 2.0060 1.2278 1.7952
C 2.2931 -1.4493 -1.4170
C 2.3082 0.0655 -1.6148
C 0.5677 -3.0658 -0.5336
C 2.1634 1.7533 0.3664
C -1.6565 2.6236 0.6088
C -2.5145 -1.3487 -0.4655
C -0.3052 -3.5178 0.6671
C 3.2561 1.5055 2.6614
H -0.1072 -2.7977 -1.3487
H 1.1929 -3.8822 -0.8764
H -2.3402 0.1750 3.1200
H 3.3557 -0.6603 3.0065
H -0.6602 3.0274 0.4881
H 1.1944 1.9147 -0.1029
H -1.0945 2.1529 -1.7989
H 3.5734 0.1100 0.1261
H -0.1195 -2.8433 1.4949
H 4.2401 0.2796 4.1802
H -2.2814 2.8714 -0.2382
H 2.8413 0.2612 -2.5419
H -3.5369 -0.1732 1.8521
H -2.0567 3.0501 1.5201
H -1.2682 1.3747 -3.3478
H 2.9345 2.0938 3.5127
H 3.8068 1.4608 -0.9454
H 1.1160 1.6591 2.2491
H -2.2349 -4.4564 0.8254
H 1.2892 0.4346 -1.7472
H 4.8807 0.0841 2.5638
H -3.5849 -2.5522 0.9477
H 3.9718 2.0974 2.1024
H 3.3331 -1.7515 -1.3523
H 2.1930 -2.2644 0.5594
H 1.8579 0.1534 1.7897
H 0.9091 -1.0670 0.1708
H -3.2825 1.4548 2.3989
H -3.2418 -2.5523 -2.0043
H 2.6333 2.7275 0.4595
H -1.8684 -3.8026 -0.7519
H -2.0769 -1.8925 1.5159
H 0.0258 -4.5135 0.9331
H 1.9012 -1.8855 -2.3343

Atoms 1-6, force components in eV/Å:
P 1.04 -0.19 1.11
F 0.21 -0.12 0.17
F 0.00 0.00 0.12
F 0.05 -0.09 -0.25
O 0.07 0.20 0.11
N 0.11 0.62 -0.40

Look up the net charge of the fifth one.
0